C48H44N10O21PS2 as an isolated structure. Source: the Open Molecules 2025 dataset; level of theory: the ωB97M-V functional and the def2-TZVPD basis.

Summary:
largest force on an atom: 0.469 eV/Å
multiplicity: 1
electronic energy: -5120.21704 Eh
net charge: -1

Last column: Mulliken charge in e.
CARTESIAN COORDINATES (ANGSTROEM)
N1 -2.532 -0.715 4.915  -0.5081
S1 -2.949 0.184 3.583  0.9591
O1 -3.537 -0.773 2.671  -0.7406
O2 -1.734 0.828 3.158  -0.5352
N2 -3.956 1.335 3.996  -0.4749
S2 -5.251 1.120 4.861  0.9743
O3 -4.947 0.604 6.186  -0.6476
O4 -6.073 2.301 4.779  -0.6755
P1 -6.595 -0.406 3.997  0.6209
O5 -7.661 0.131 3.119  -0.6525
H1 -3.289 -1.335 5.178  0.3040
H2 -2.327 -0.093 5.692  0.2963
H3 -5.754 -1.362 3.403  0.0179
H4 -7.068 -1.025 5.168  0.0298
C1 -0.734 -1.054 0.866  -0.5843
C2 -0.236 0.094 0.258  -0.7553
C3 1.013 0.090 -0.338  -0.2413
C4 1.749 -1.084 -0.308  0.1356
C5 1.283 -2.239 0.298  -0.3948
C6 0.028 -2.215 0.886  -0.4860
N3 3.070 -1.106 -0.944  1.0811
O6 3.488 -0.078 -1.446  -0.6339
O7 3.696 -2.153 -0.932  -0.6253
H5 -1.712 -1.017 1.326  0.6105
H6 -0.833 0.996 0.265  0.5290
H7 1.419 0.971 -0.812  0.5225
H8 1.890 -3.132 0.300  0.3584
H9 -0.357 -3.111 1.354  0.4882
C7 -10.079 3.561 8.295  -0.3991
C8 -8.711 3.358 8.166  -0.5797
C9 -8.215 2.092 7.898  -0.2119
C10 -9.120 1.055 7.765  0.1613
C11 -10.487 1.228 7.878  -0.4819
C12 -10.965 2.500 8.153  -0.3723
N4 -8.592 -0.288 7.453  1.0773
O8 -7.387 -0.403 7.437  -0.5672
O9 -9.388 -1.177 7.211  -0.6362
H10 -10.459 4.554 8.498  0.3671
H11 -8.025 4.189 8.260  0.3812
H12 -7.158 1.906 7.766  0.4533
H13 -11.149 0.385 7.752  0.4482
H14 -12.030 2.663 8.247  0.3566
C13 2.140 4.526 2.380  -0.5860
C14 2.821 4.769 3.567  -0.3894
C15 2.446 4.107 4.724  -0.6162
C16 1.391 3.214 4.665  -0.0068
C17 0.688 2.959 3.501  -0.3260
C18 1.081 3.630 2.351  -0.4011
N5 1.007 2.505 5.904  1.0584
O10 1.633 2.763 6.918  -0.6409
O11 0.099 1.706 5.841  -0.5891
H15 2.436 5.041 1.475  0.3874
H16 3.647 5.467 3.600  0.4536
H17 2.960 4.277 5.658  0.5083
H18 -0.147 2.269 3.479  0.7523
H19 0.545 3.447 1.429  0.4638
C19 6.317 -2.300 0.799  -0.4360
C20 6.021 -0.990 1.149  -0.2698
C21 6.640 -0.403 2.241  -0.5527
C22 7.553 -1.154 2.961  0.1778
C23 7.867 -2.461 2.634  -0.4811
C24 7.238 -3.032 1.539  -0.4305
N6 8.220 -0.535 4.118  1.0238
O12 7.921 0.611 4.396  -0.6023
O13 9.034 -1.197 4.731  -0.6274
H20 5.829 -2.743 -0.057  0.4507
H21 5.311 -0.420 0.565  0.4020
H22 6.424 0.614 2.534  0.5116
H23 8.583 -3.008 3.228  0.4550
H24 7.465 -4.054 1.266  0.3714
C25 -0.697 -2.288 -4.919  -0.7337
C26 -0.033 -2.271 -3.700  -0.2344
C27 -0.340 -3.207 -2.725  -0.0513
C28 -1.316 -4.146 -2.999  -0.1795
C29 -1.996 -4.183 -4.203  -0.5574
C30 -1.677 -3.240 -5.167  -0.2949
N7 -1.652 -5.141 -1.962  1.0269
O14 -1.054 -5.077 -0.906  -0.5995
O15 -2.511 -5.961 -2.221  -0.6230
H25 -0.452 -1.557 -5.675  0.3909
H26 0.729 -1.527 -3.504  0.4461
H27 0.156 -3.207 -1.767  0.4667
H28 -2.757 -4.932 -4.369  0.4641
H29 -2.196 -3.248 -6.117  0.4394
C31 8.502 2.716 8.611  -0.4851
C32 7.953 2.267 7.418  -0.3512
C33 7.213 3.130 6.625  -0.4563
C34 7.046 4.434 7.051  0.1374
C35 7.581 4.906 8.236  -0.4835
C36 8.315 4.031 9.020  -0.3464
N8 6.272 5.361 6.205  1.0409
O16 5.785 4.918 5.183  -0.5899
O17 6.165 6.513 6.577  -0.6267
H30 9.081 2.038 9.225  0.3806
H31 8.099 1.246 7.091  0.3730
H32 6.777 2.795 5.695  0.5993
H33 7.421 5.933 8.529  0.4487
H34 8.741 4.377 9.952  0.3658
C37 -1.536 -4.936 -11.808  -0.6188
C38 -1.906 -3.746 -11.194  -0.3887
C39 -1.241 -3.321 -10.054  -0.3225
C40 -0.214 -4.104 -9.558  0.1261
C41 0.165 -5.297 -10.146  -0.4695
C42 -0.509 -5.710 -11.284  -0.3610
N9 0.512 -3.644 -8.358  1.0358
O18 0.156 -2.597 -7.852  -0.5717
O19 1.422 -4.333 -7.949  -0.6209
H35 -2.053 -5.259 -12.702  0.4074
H36 -2.704 -3.145 -11.605  0.4342
H37 -1.503 -2.399 -9.557  0.5020
H38 0.969 -5.877 -9.718  0.4769
H39 -0.228 -6.639 -11.763  0.3741
C43 -0.181 2.356 -11.793  -0.4463
C44 -1.509 2.758 -11.734  -0.3898
C45 -2.520 1.872 -12.066  -0.4336
C46 -2.168 0.591 -12.452  0.0870
C47 -0.854 0.165 -12.522  -0.1889
C48 0.146 1.065 -12.187  -0.5358
N10 -3.240 -0.367 -12.782  1.0599
O20 -4.388 0.016 -12.711  -0.6062
O21 -2.905 -1.496 -13.092  -0.6392
H40 0.604 3.051 -11.527  0.3866
H41 -1.759 3.764 -11.425  0.3714
H42 -3.561 2.156 -12.025  0.4582
H43 -0.629 -0.847 -12.825  0.4982
H44 1.181 0.754 -12.229  0.3785